This record from OMol25 describes a structure of composition C20H23FePSe2. The level of theory is ωB97M-V with the def2-TZVPD basis set.

Output
largest force on an atom	12.24	eV Å⁻¹
HOMO energy (alpha / beta)	-0.192 / -0.290	Eh
expectation value of S²	6.030
2S+1	5
Kohn-Sham gap (alpha / beta)	0.2066 / 0.1883	Eh

Structure (XYZ):
```
47
Properties=species:S:1:pos:R:3:forces:R:3:lowdin_charge:R:1
C -2.0896 -0.1403 -1.6848 4.76 1.59 -0.40 -0.682
C 0.9576 -0.9315 -2.2452 0.07 -4.54 -4.80 -0.346
C -0.7343 0.9048 -1.7225 -7.83 1.33 -0.72 -0.358
H -2.5878 0.0158 -2.6558 0.09 0.02 0.51 0.066
C 1.4152 0.2402 -3.1001 -0.01 -4.30 -6.98 -0.299
H 1.7434 -1.5741 -1.8212 0.21 0.29 -0.44 0.110
H -0.9724 1.6751 -0.9666 -0.34 0.10 -0.65 0.054
H 2.4656 0.2986 -3.4042 -0.13 0.18 0.50 0.120
C -0.7398 1.4992 -3.1736 -0.19 0.32 0.38 -0.199
H -0.6062 2.5856 -3.0937 0.16 -0.20 -0.08 0.107
H -1.7211 1.3536 -3.6735 0.52 0.05 0.21 0.104
C -1.5090 -1.5334 -1.6045 -0.07 -0.40 0.01 -0.267
H -2.2842 -2.2790 -1.8276 0.10 -0.04 -0.03 0.108
H -1.2052 -1.7301 -0.5684 0.11 0.04 -0.36 0.069
C -0.3089 -1.7289 -2.5614 -0.15 -0.45 0.24 -0.165
H -0.6325 -1.5536 -3.6034 0.08 -0.06 0.32 0.113
H -0.0333 -2.7945 -2.4816 -0.13 0.27 -0.25 0.113
C 0.3999 0.8963 -4.0355 0.73 0.38 -0.69 -0.179
H 0.0096 0.1963 -4.8059 0.19 0.11 0.56 0.116
H 0.8984 1.7033 -4.6177 -0.26 -0.48 0.34 0.112
Fe 1.0353 0.5984 -1.4888 3.20 6.04 10.16 0.137
H -3.8469 -0.4798 -1.4532 -1.29 0.40 2.03 -0.067
Se -3.3136 0.2614 -0.2027 -0.73 -0.88 -1.78 0.761
P 1.0494 0.4093 0.7048 -0.30 -0.03 1.02 0.681
Se 2.9866 0.8715 -0.2066 0.80 0.37 1.01 0.489
C 0.5339 1.6410 1.9277 -0.28 0.21 0.27 -0.364
C -0.5506 1.4007 2.7977 0.20 0.17 -0.08 -0.080
C -0.9652 2.3975 3.6817 0.21 0.14 -0.10 -0.078
C -0.3050 3.6346 3.7089 0.26 -0.19 -0.38 -0.077
C 0.7786 3.8734 2.8452 -0.48 -0.28 0.31 -0.075
C 1.1902 2.8779 1.9600 0.03 0.06 -0.08 -0.114
C 0.9204 -1.1981 1.5160 0.04 -0.36 0.01 -0.373
C -0.3401 -1.7868 1.7474 0.25 -0.03 0.21 -0.120
C -0.4101 -3.0634 2.3092 0.28 0.13 0.01 -0.070
C 0.7684 -3.7557 2.6226 0.14 0.28 -0.14 -0.078
C 2.0209 -3.1715 2.3764 -0.42 -0.07 0.03 -0.075
C 2.0949 -1.8942 1.8202 -0.06 -0.15 0.04 -0.104
H -1.0627 0.4352 2.7885 0.18 0.41 0.04 0.087
H -1.8059 2.2120 4.3545 0.29 0.05 -0.23 0.107
H -0.6322 4.4145 4.3972 0.08 -0.22 -0.17 0.103
H 1.2910 4.8347 2.8706 -0.10 -0.26 -0.02 0.105
H 2.0430 3.0365 1.2896 -0.38 0.01 0.28 0.056
H -1.2623 -1.2470 1.4972 0.39 -0.30 0.05 0.061
H -1.3843 -3.5183 2.5015 0.32 0.13 -0.08 0.110
H 0.7119 -4.7557 3.0556 0.02 0.29 -0.13 0.103
H 2.9334 -3.7160 2.6212 -0.24 0.15 -0.07 0.105
H 3.0555 -1.4153 1.6047 -0.32 -0.29 0.14 0.072
```
Forces are in eV/Å.

=====

This record from OMol25 describes a cluster of 10 separate species, C51H51N9O2 in total. The level of theory is ωB97M-V with the def2-TZVPD basis set.

Output
largest force on an atom	8.45	eV Å⁻¹
HOMO energy	-0.297	Eh
Kohn-Sham gap	0.3094	Eh
SMILES	Oc1ccc(O)cc1.c1ccncc1.c1ccncc1.c1ccncc1.c1ccncc1.c1ccncc1.c1ccncc1.c1ccncc1.c1ccncc1.c1ccncc1

Structure (XYZ):
```
113
Properties=species:S:1:pos:R:3:forces:R:3:lowdin_charge:R:1
O -6.2003 -31.8361 -0.7380 -1.66 -0.85 0.02 0.007
C -5.3986 -32.5984 0.0372 3.11 0.86 -0.02 -0.380
C -4.1848 -32.0319 0.5376 0.61 -4.94 1.97 0.052
C -3.2160 -33.0570 1.2385 -3.80 2.53 -1.69 0.049
C -3.6980 -34.3785 1.4317 1.22 2.22 -0.71 -0.339
O -2.8872 -35.2526 2.0896 1.73 7.02 3.32 0.095
C -4.8869 -34.8104 0.8656 -1.44 0.52 -0.45 -0.033
C -5.6830 -33.9568 0.1076 -1.02 -0.50 -0.49 -0.037
H -6.9100 -32.5159 -0.9009 0.14 1.53 -0.63 0.070
H -4.0553 -30.9674 0.5422 0.46 0.19 -0.20 0.086
H -2.2748 -32.6452 1.6138 -0.35 -0.59 0.00 0.096
H -3.0619 -36.0166 1.7561 -1.45 -7.81 -2.89 -0.006
H -5.3549 -35.7604 1.0790 0.54 -0.50 -0.05 0.107
H -6.6211 -34.2965 -0.5098 1.77 0.19 1.61 0.132
C -0.7964 -33.6462 -3.6083 3.56 2.40 0.50 -0.112
C -0.4899 -33.6411 -4.9957 -0.18 -0.06 -0.01 -0.091
C -1.5358 -33.9254 -5.8591 -2.63 0.03 6.25 -0.116
N -2.8355 -34.1273 -5.3530 -0.56 0.33 -0.12 0.020
C -3.1986 -33.9490 -4.0481 1.28 -1.02 -0.65 -0.145
C -2.0899 -33.7330 -3.1752 -2.59 0.75 1.99 -0.129
H 0.1501 -33.2451 -2.8948 -3.02 -1.49 -1.66 0.166
H 0.5032 -33.3501 -5.4200 -0.88 -0.57 0.72 0.113
H -1.4255 -34.0486 -6.8412 0.26 -0.33 -3.83 0.050
H -4.3706 -34.1172 -3.5299 3.63 0.61 -2.22 0.174
H -2.4299 -33.4633 -2.1316 1.05 -0.64 -0.90 0.105
C -10.2854 -33.7537 -8.9998 -0.49 2.60 -0.53 -0.135
C -9.1430 -33.0302 -8.9745 3.72 3.03 0.55 -0.072
C -9.2280 -31.6095 -9.3699 3.75 -1.69 1.42 -0.161
N -10.3283 -31.0236 -9.7720 1.30 1.42 -0.10 0.014
C -11.3988 -31.7284 -9.8063 -4.05 -3.29 -0.10 -0.153
C -11.4472 -33.1447 -9.3770 0.66 3.99 -1.72 -0.032
H -10.3257 -34.6731 -8.6212 0.01 -3.81 1.15 0.039
H -8.0912 -33.4579 -8.5333 -2.83 1.13 -1.36 0.148
H -8.2278 -30.9457 -9.2868 -2.48 -1.58 -0.31 0.138
H -12.3821 -31.2292 -10.2158 2.00 -1.00 0.94 0.134
H -12.3238 -33.6882 -9.5035 -1.55 -0.73 0.10 0.069
C -11.1868 -33.1945 0.4446 3.61 2.26 0.75 -0.142
C -12.0567 -33.0035 -0.5312 -2.78 -2.83 -0.69 -0.089
C -12.9630 -34.0506 -0.6957 -2.60 -0.05 -0.68 -0.138
N -13.0965 -35.1720 0.0498 1.52 1.10 -0.55 0.059
C -12.1420 -35.3129 0.9743 0.53 -0.19 0.17 -0.151
C -11.1593 -34.3125 1.1941 -0.10 -1.79 1.76 -0.072
H -10.3690 -32.4392 0.5401 -0.77 -0.54 0.45 0.117
H -12.2022 -32.1304 -1.0435 0.00 1.94 -1.40 0.044
H -13.8046 -33.9552 -1.4216 0.86 0.13 0.34 0.111
H -12.1708 -36.3158 1.4396 0.29 0.93 0.33 0.107
H -10.4042 -34.2657 1.9982 -0.54 -0.97 -0.42 0.116
C -8.6694 -32.4559 -5.1359 0.93 -0.72 0.75 -0.030
C -9.3089 -31.8295 -4.0455 -0.56 -0.55 -0.51 -0.071
C -9.1198 -32.4169 -2.8154 0.54 -0.50 0.78 -0.141
N -8.2846 -33.4461 -2.5369 -1.21 1.20 0.39 0.084
C -7.7337 -34.0156 -3.5721 -2.96 3.51 -2.70 -0.183
C -7.8988 -33.6772 -4.9069 -1.31 4.01 -1.08 -0.019
H -8.6577 -31.8932 -6.0651 -0.15 -0.63 -0.29 0.089
H -10.0371 -30.9675 -4.0817 1.19 -0.95 -0.38 0.111
H -9.6070 -32.0057 -1.9582 -0.28 0.28 0.49 0.075
H -7.1225 -34.7376 -3.4925 4.42 -5.46 1.71 0.014
H -7.2864 -34.0584 -5.7494 -0.62 -0.14 0.92 0.103
C -10.3393 -38.5448 -0.1701 -1.91 0.74 -2.93 -0.074
C -10.2803 -37.3808 -0.9729 -1.20 0.54 -0.88 -0.084
C -9.1909 -36.5457 -0.7991 0.06 -0.56 -1.00 -0.225
N -8.1279 -36.8350 -0.0741 0.21 -1.64 2.62 0.066
C -8.2225 -37.9845 0.6900 2.04 -0.67 0.27 -0.126
C -9.2494 -38.9200 0.5850 -0.38 6.05 -2.68 -0.081
H -11.2716 -39.1360 -0.3395 1.09 0.04 0.59 0.121
H -11.0109 -36.9885 -1.8428 1.19 -1.45 2.55 0.156
H -9.1588 -35.6758 -1.4280 0.34 0.57 0.02 0.078
H -7.3583 -38.3566 1.4292 -1.54 1.56 -1.92 0.141
H -9.3547 -39.7395 1.0768 0.13 -5.07 3.39 0.037
C -14.9633 -31.1954 -5.0329 -0.01 -0.12 0.23 -0.105
C -16.1282 -31.0208 -4.2269 5.57 -0.31 0.96 -0.017
C -15.7979 -30.8578 -2.7918 -2.49 0.73 -4.38 -0.177
N -14.6186 -30.7461 -2.2632 3.18 -0.65 -0.96 0.038
C -13.4845 -30.8538 -3.1014 -0.89 1.13 -1.13 -0.096
C -13.6488 -30.9823 -4.5669 -1.61 -0.35 5.36 -0.068
H -15.0094 -31.5962 -6.0504 -0.41 0.68 0.05 0.096
H -17.0034 -30.9461 -4.8092 -1.51 -0.26 0.47 0.076
H -16.7262 -30.6328 -2.3149 -0.01 -0.07 1.71 0.085
H -12.4044 -30.6662 -2.6014 -2.81 -0.52 -1.18 0.117
H -12.7807 -31.0166 -5.1412 1.09 -0.23 -1.16 0.060
C -9.5749 -28.8010 -2.1774 2.79 -1.50 2.34 -0.115
C -10.6463 -28.0258 -2.2321 -3.14 2.04 -3.64 -0.134
C -11.6284 -27.9525 -1.2264 -0.66 -2.68 2.93 -0.139
N -11.4957 -28.6422 -0.0423 1.76 -1.08 -1.20 0.050
C -10.3068 -29.4130 0.1187 -0.17 4.21 -2.67 -0.125
C -9.3122 -29.3381 -0.8654 -0.31 -0.37 -0.05 -0.080
H -8.8453 -28.9491 -2.9974 -0.57 0.41 0.64 0.117
H -10.8338 -27.5321 -3.2588 -0.05 -0.55 1.85 0.134
H -12.7064 -27.6621 -1.2641 1.38 0.78 -0.74 0.117
H -9.8916 -29.6304 1.0685 -0.77 -0.68 1.19 0.084
H -8.3005 -29.5701 -0.5179 -0.25 -0.65 -0.66 0.101
C -11.4400 -35.9790 -6.5667 0.76 -0.65 0.15 -0.100
C -12.7053 -35.9161 -7.1589 0.46 -0.67 -1.16 -0.103
C -13.6251 -35.0760 -6.5443 3.20 -0.38 2.08 -0.161
N -13.4936 -34.3834 -5.3783 1.47 -1.38 -1.34 0.068
C -12.2856 -34.5307 -4.7899 0.41 1.23 1.11 -0.130
C -11.1710 -35.2684 -5.3425 -5.05 -0.15 -2.55 -0.029
H -10.7077 -36.6681 -7.1142 -0.62 1.21 1.35 0.127
H -12.9719 -36.5401 -8.1719 0.67 1.81 2.79 0.162
H -14.4667 -35.0287 -7.0481 -4.57 0.76 -1.84 0.045
H -12.2639 -33.8817 -3.7912 0.58 -1.75 -2.08 0.126
H -10.2974 -35.4316 -4.8639 2.72 -0.07 1.57 0.039
C -4.5202 -37.4612 -3.1665 -4.04 -0.05 -2.70 -0.027
C -4.6876 -37.0635 -4.5590 4.07 0.61 0.41 -0.095
C -5.9263 -36.8370 -5.0855 -2.41 -0.15 1.82 -0.184
N -7.0527 -37.1873 -4.3610 0.80 -0.46 1.22 0.042
C -6.8949 -37.7285 -3.0858 -2.74 -0.48 -1.86 -0.153
C -5.6855 -37.8398 -2.4575 1.26 1.19 -2.63 -0.091
H -3.6512 -37.5270 -2.6378 2.65 -0.08 0.68 0.064
H -3.7418 -36.7934 -5.2746 -2.33 -0.65 2.19 0.141
H -6.0950 -36.2345 -6.0043 0.17 -0.98 0.51 0.106
H -7.8507 -38.2150 -2.5167 2.18 1.63 -1.78 0.144
H -5.6817 -38.2389 -1.5079 0.36 -0.59 2.05 0.068
```
Forces are in eV/Å.

=====

This record from OMol25 describes the molecule C18H22N2O4S. The level of theory is ωB97M-V with the def2-TZVPD basis set.

Output
largest force on an atom	0.98	eV Å⁻¹
HOMO energy	-0.285	Eh
Kohn-Sham gap	0.3089	Eh
SMILES	COc1ccc(S(=O)(=O)N2CCN(c3ccccc3OC)CC2)cc1

Structure (XYZ):
```
47
Properties=species:S:1:pos:R:3:forces:R:3:lowdin_charge:R:1
C -6.3003 -2.9604 0.3545 -0.04 -0.17 0.16 -0.081
O -6.0524 -1.9680 -0.6154 0.09 0.25 -0.19 -0.075
C -5.1306 -1.0113 -0.3544 0.12 0.22 -0.11 -0.268
C -4.3740 -0.9326 0.8149 -0.13 -0.16 0.02 -0.002
C -3.4575 0.0929 0.9710 -0.04 0.01 0.01 -0.047
C -3.2949 1.0320 -0.0261 0.48 0.46 0.04 -0.294
S -2.0835 2.3196 0.2150 0.01 -0.42 0.00 0.676
O -2.1130 3.2173 -0.9075 -0.06 -0.24 -0.15 -0.285
O -2.2289 2.8720 1.5298 0.09 -0.18 0.17 -0.283
N -0.6744 1.3961 0.2166 -0.89 0.38 0.14 -0.238
C 0.4487 2.0177 0.8900 0.32 0.28 0.48 -0.175
C 1.5746 0.9922 1.0341 -0.27 0.37 0.07 -0.144
N 1.9424 0.5435 -0.2879 -0.19 0.01 0.10 -0.098
C 3.2385 0.1304 -0.5974 0.37 -0.05 0.00 -0.158
C 3.6682 0.2651 -1.9163 0.06 -0.08 0.16 -0.024
C 4.9465 -0.0840 -2.3078 0.07 -0.07 -0.07 -0.098
C 5.8393 -0.5627 -1.3696 0.00 0.01 -0.03 -0.096
C 5.4406 -0.7071 -0.0507 0.07 -0.04 0.16 -0.030
C 4.1511 -0.3854 0.3480 -0.15 -0.02 0.00 -0.196
O 3.6914 -0.5687 1.6290 -0.14 0.11 -0.49 -0.114
C 4.5874 -1.0253 2.6100 0.14 -0.10 0.16 -0.084
C 0.8287 -0.0733 -0.9715 -0.33 0.03 -0.09 -0.135
C -0.3103 0.9374 -1.1055 0.13 -0.36 -0.53 -0.184
C -4.0392 0.9674 -1.1911 -0.02 0.05 -0.05 -0.052
C -4.9541 -0.0503 -1.3566 -0.09 -0.18 0.13 0.013
H -6.6642 -2.5248 1.2898 0.03 -0.01 -0.03 0.097
H -5.4065 -3.5598 0.5528 -0.03 0.04 0.00 0.097
H -7.0737 -3.5978 -0.0707 0.06 0.02 0.08 0.094
H -4.4932 -1.6581 1.6034 -0.02 -0.07 0.06 0.105
H -2.8660 0.1812 1.8678 0.05 -0.10 0.16 0.120
H 0.8121 2.8832 0.3173 0.05 -0.04 0.08 0.136
H 0.0933 2.3571 1.8627 0.18 0.01 0.02 0.117
H 1.2270 0.1626 1.6667 0.06 0.09 0.02 0.129
H 2.4325 1.4666 1.5072 -0.10 -0.02 0.02 0.132
H 2.9782 0.6698 -2.6413 -0.09 0.10 -0.04 0.113
H 5.2455 0.0332 -3.3383 0.02 0.02 -0.09 0.100
H 6.8459 -0.8296 -1.6531 0.09 -0.02 -0.02 0.100
H 6.1472 -1.0987 0.6640 0.02 -0.03 0.10 0.100
H 5.4339 -0.3423 2.7360 -0.03 -0.04 -0.02 0.098
H 4.9610 -2.0294 2.3827 0.00 0.05 0.00 0.095
H 4.0132 -1.0586 3.5351 0.09 -0.02 -0.03 0.095
H 0.4564 -0.9382 -0.3963 0.02 -0.02 -0.09 0.134
H 1.1414 -0.4187 -1.9565 -0.06 0.02 0.06 0.121
H 0.0036 1.7821 -1.7347 0.00 -0.11 0.00 0.131
H -1.1901 0.4714 -1.5540 0.10 -0.08 -0.12 0.120
H -3.8896 1.7236 -1.9454 -0.03 0.05 -0.15 0.117
H -5.5520 -0.1289 -2.2504 -0.06 0.01 -0.11 0.122
```
Forces are in eV/Å.